[1]
Entry from the Open Molecules 2025 dataset: one molecule with the formula C4H6S (ωB97M-V/def2-TZVPD).

For the relative energy (zero: lowest compared OMol25 entry of this formula, charge and spin), the calculation gives 83.12 kJ/mol. For the frontier orbital gap, the calculation gives 0.3457 Ha. For the total energy, the calculation gives -15078.93126 eV.

Each atom is followed by the atoms it is bonded to, with distances in Å.
Cartesian coordinates (Å):
1 C 0.86 0.53 2.40  C2 1.338, H6 1.062, H7 1.079
2 C 0.78 -0.06 1.20  C1 1.338, S3 1.769, H8 1.105
3 S -0.65 0.03 0.17  C2 1.769, C4 1.758
4 C 0.11 0.02 -1.42  S3 1.758, C5 1.337, H9 1.057
5 C -0.49 -0.53 -2.48  C4 1.337, H10 1.069, H11 1.062
6 H 0.05 1.14 2.71  C1 1.062
7 H 1.72 0.40 3.03  C1 1.079
8 H 1.59 -0.70 0.82  C2 1.105
9 H 1.03 0.52 -1.49  C4 1.057
10 H -0.06 -0.47 -3.46  C5 1.069
11 H -1.39 -1.08 -2.39  C5 1.062

---

[2]
Entry from the Open Molecules 2025 dataset: one molecule with the formula C4H6S2 (ωB97M-V/def2-TZVPD).

For the relative energy (zero: lowest compared OMol25 entry of this formula, charge and spin), the calculation gives 27.88 kJ/mol. For the frontier orbital gap, the calculation gives 0.3386 Ha. For the total energy, the calculation gives -25915.00224 eV.

Each atom is followed by the atoms it is bonded to, with distances in Å.
Cartesian coordinates (Å):
1 C -1.60 0.06 -1.41  C2 1.341, H7 1.090, H8 1.063
2 C -0.62 -0.10 -0.51  C1 1.341, C3 1.536, S6 1.770
3 C -0.50 0.56 0.87  C2 1.536, S4 1.816, H9 1.088, H10 1.086
4 S 1.24 1.06 1.06  C3 1.816, C5 1.825
5 C 1.87 -0.54 0.44  S4 1.825, S6 1.787, H11 1.073, H12 1.038
6 S 0.82 -1.06 -0.90  C2 1.770, C5 1.787
7 H -2.38 0.80 -1.21  C1 1.090
8 H -1.68 -0.48 -2.32  C1 1.063
9 H -0.72 -0.19 1.63  C3 1.088
10 H -1.16 1.41 1.02  C3 1.086
11 H 2.86 -0.34 0.08  C5 1.073
12 H 1.88 -1.19 1.25  C5 1.038